This record from the OMol25 dataset describes one molecule with the formula C6H15N. The level of theory is ωB97M-V/def2-TZVPD.

Output
HOMO-LUMO gap, eV: 9.03
Total charge: 0
2S+1: 1
Structure (SMILES): CCN(C)C(C)C
Relative energy (zero: lowest compared OMol25 entry of this formula, charge and spin), kJ/mol: 197.4
E, eV: -7953.72070

Each line ends with the natural charge from an NBO analysis.
CARTESIAN COORDINATES (ANGSTROEM)
C 1.102 -1.618 -1.872  -0.61
C 1.111 -0.258 -1.057  -0.23
N 0.011 -0.396 -0.131  -0.48
C 0.313 -1.159 1.184  -0.42
C 0.115 1.928 0.800  -0.65
C -0.746 0.959 -0.045  -0.02
C -2.143 0.679 0.612  -0.63
H 0.508 -2.359 -1.269  0.21
H 2.112 -2.032 -2.084  0.20
H 0.576 -1.445 -2.757  0.20
H 1.165 0.547 -1.797  0.21
H 2.061 -0.108 -0.473  0.16
H -0.601 -1.634 1.554  0.20
H 0.639 -0.489 1.926  0.18
H 1.089 -1.874 0.977  0.21
H 1.203 1.605 0.716  0.22
H -0.102 1.676 1.870  0.20
H -0.275 2.958 0.553  0.22
H -0.749 1.296 -1.070  0.19
H -1.988 -0.062 1.419  0.21
H -2.762 0.166 -0.132  0.22
H -2.637 1.620 1.075  0.21

***

This record from the OMol25 dataset describes C21H39AlNO10 as an isolated structure. The level of theory is ωB97M-V/def2-TZVPD.

Output
HOMO-LUMO gap, eV: 5.66
Total charge: -1
2S+1: 1
E, eV: -50970.09342

Each line ends with the Mulliken charge.
CARTESIAN COORDINATES (ANGSTROEM)
C -0.069 7.281 4.214  -0.70
C 1.028 6.567 3.173  0.40
O 2.143 7.549 2.982  -0.61
C 0.323 6.322 1.684  -0.53
N 1.209 5.347 0.941  -0.18
C 0.511 4.045 0.614  -0.58
C 0.889 2.831 1.700  -0.05
O 2.340 2.703 1.900  -0.58
Al 3.186 1.792 0.486  -0.01
H -0.911 6.492 4.514  -0.02
H 0.573 7.608 5.155  0.31
H -0.516 8.210 3.632  0.24
H 1.436 5.536 3.607  0.14
H 2.785 7.200 2.272  0.34
H -0.806 6.024 1.745  0.09
H 0.405 7.377 1.135  0.28
H 1.574 5.832 0.087  0.27
H -0.644 4.130 0.440  0.20
H 0.971 3.676 -0.424  0.33
H 0.315 2.979 2.732  0.04
H 0.478 1.804 1.251  0.20
H 3.601 2.909 -0.588  -0.26
H 4.547 1.090 0.940  -0.29
H 2.281 0.741 -0.276  -0.12
O -1.869 4.751 3.802  -0.46
C -2.777 4.770 4.617  0.40
O -3.203 5.891 5.270  -0.35
C -4.200 5.528 6.223  -0.46
C -4.750 4.211 5.741  -0.48
C -3.552 3.575 5.081  -0.39
H -3.729 5.446 7.208  0.28
H -4.972 6.302 6.262  0.29
H -5.181 3.605 6.542  0.32
H -5.531 4.387 4.991  0.26
H -2.946 3.011 5.796  0.26
H -3.846 2.944 4.239  0.29
O 0.072 -0.215 -1.323  -0.57
C 0.793 -1.175 -1.540  0.58
O 2.068 -1.088 -2.020  -0.21
C 2.572 -2.402 -2.254  -0.41
C 1.741 -3.307 -1.384  0.46
C 0.403 -2.612 -1.365  -0.10
H 2.462 -2.633 -3.319  0.18
H 3.632 -2.443 -1.991  0.36
H 1.694 -4.336 -1.753  -0.69
H 2.156 -3.331 -0.369  0.43
H -0.225 -2.916 -2.207  -0.28
H -0.117 -2.767 -0.417  0.37
O 0.483 -3.033 -4.685  -0.54
C -0.604 -3.512 -4.965  0.46
O -1.140 -4.611 -4.358  -0.29
C -2.364 -4.953 -5.006  -0.44
C -2.821 -3.690 -5.687  -0.54
C -1.519 -3.018 -6.044  -0.41
H -2.168 -5.762 -5.718  0.28
H -3.089 -5.302 -4.265  0.31
H -3.468 -3.875 -6.548  0.33
H -3.374 -3.064 -4.976  0.28
H -1.141 -3.353 -7.014  0.27
H -1.608 -1.930 -6.017  0.29
O 0.179 -6.927 -0.474  -0.60
C 1.100 -7.432 -1.095  0.60
O 2.046 -8.247 -0.542  -0.36
C 3.026 -8.564 -1.529  -0.44
C 2.342 -8.346 -2.853  -0.58
C 1.388 -7.218 -2.550  0.00
H 3.887 -7.902 -1.392  0.26
H 3.353 -9.601 -1.405  0.33
H 3.038 -8.123 -3.666  0.34
H 1.774 -9.243 -3.130  0.28
H 1.859 -6.240 -2.681  -0.01
H 0.476 -7.293 -3.148  0.18

***

This record from the OMol25 dataset describes C21H12Co2O6S as an isolated structure. The level of theory is ωB97M-V/def2-TZVPD.

Output
HOMO-LUMO gap, eV: 2.94
Total charge: 0
2S+1: 1
Relative energy (zero: lowest compared OMol25 entry of this formula, charge and spin), kJ/mol: 30.6
E, eV: -120338.52726

Each line ends with the natural charge from an NBO analysis.
CARTESIAN COORDINATES (ANGSTROEM)
O 5.231 2.137 -2.296  -0.45
C 4.208 1.769 -1.960  0.55
Co 2.575 1.174 -1.431  0.08
C 1.604 2.357 -0.488  0.57
O 0.956 3.067 0.121  -0.42
C 1.632 0.846 -2.943  0.55
O 0.999 0.619 -3.860  -0.45
C 3.193 -0.223 -0.047  -0.44
C 1.980 -0.654 -0.729  -0.35
C 0.675 -0.347 -0.106  -0.07
C -0.514 -0.782 -0.656  -0.11
C -1.765 -0.188 -0.325  -0.11
C -2.901 -0.564 -0.987  -0.23
C -2.849 -1.552 -1.961  -0.13
C -1.654 -2.175 -2.279  -0.22
C -0.508 -1.794 -1.651  -0.15
Co 3.595 -1.903 -1.098  0.10
C 5.304 -1.448 -1.651  0.53
O 6.347 -1.152 -1.999  -0.44
C 2.712 -2.494 -2.574  0.50
O 2.102 -2.849 -3.466  -0.47
C 3.452 -3.159 0.183  0.59
O 3.316 -3.938 1.002  -0.44
H 3.228 -0.564 0.990  0.23
H 0.660 0.389 0.679  0.25
H -1.787 0.629 0.377  0.24
H -3.818 -0.020 -0.813  0.23
H -3.744 -1.813 -2.498  0.22
H -1.610 -2.905 -3.078  0.22
H 0.429 -2.211 -1.971  0.21
S 0.200 1.046 3.027  -0.30
C -1.434 1.373 3.074  -0.23
C -2.326 0.472 3.681  -0.23
C -3.674 0.754 3.723  -0.21
C -4.159 1.930 3.170  -0.24
C -3.289 2.828 2.569  -0.23
C -1.939 2.558 2.514  -0.19
H -1.937 -0.430 4.127  0.22
H -4.353 0.064 4.197  0.21
H -5.214 2.153 3.222  0.21
H -3.671 3.747 2.155  0.21
H -1.251 3.253 2.057  0.21

***

This record from the OMol25 dataset describes an isolated ion of composition C4H7N2O and charge +1. The level of theory is ωB97M-V/def2-TZVPD.

Output
HOMO-LUMO gap, eV: 11.18
Total charge: +1
2S+1: 1
Structure (SMILES): OC[n+]1ccc[nH]1
Relative energy (zero: lowest compared OMol25 entry of this formula, charge and spin), kJ/mol: 173.3
E, eV: -9280.99425

Each line ends with the natural charge from an NBO analysis.
CARTESIAN COORDINATES (ANGSTROEM)
C 1.498 1.373 0.564  -0.28
C 0.930 1.567 -0.680  0.04
C 0.838 0.197 1.129  0.05
C -0.809 -1.556 0.133  0.12
N -0.048 0.581 -0.881  -0.31
N 0.003 -0.249 0.186  -0.13
O -1.858 -1.403 -0.770  -0.73
H 2.175 2.052 0.992  0.27
H 0.815 2.379 -1.342  0.26
H 1.111 -0.411 2.050  0.28
H -0.165 -2.304 -0.345  0.23
H -1.038 -1.639 1.191  0.21
H -0.726 0.310 -1.599  0.47
H -2.726 -0.896 -0.628  0.53

***

This record from the OMol25 dataset describes a 2-piece molecular cluster, C4H10NO overall. The level of theory is ωB97M-V/def2-TZVPD.

Output
HOMO-LUMO gap, eV: 4.54
Total charge: -1
2S+1: 1
Relative energy (zero: lowest compared OMol25 entry of this formula, charge and spin), kJ/mol: 754.6
E, eV: -7839.71541

Each line ends with the natural charge from an NBO analysis.
CARTESIAN COORDINATES (ANGSTROEM)
C 1.761 0.757 0.717  -0.01
O 2.418 1.052 -0.420  -0.89
C 0.904 -0.492 0.618  -0.44
C -0.066 -0.455 -0.636  -0.34
C -1.343 0.475 -0.439  -0.28
N -2.307 0.007 0.529  -0.69
H 2.589 0.534 1.608  0.09
H 0.995 1.610 0.957  0.10
H -1.427 -1.415 -1.485  0.00
H 1.466 -1.478 0.561  0.19
H 0.478 -0.073 -1.433  0.24
H -0.472 -1.435 -0.791  0.18
H -1.683 0.764 -1.449  0.18
H -0.765 1.435 0.024  0.19
H -2.797 -0.783 0.129  0.30
H 0.249 -0.504 1.510  0.20

***

This record from the OMol25 dataset describes C20H12BrN5PtS as an isolated structure. The level of theory is ωB97M-V/def2-TZVPD.

Output
HOMO-LUMO gap, eV: 7.44
Total charge: 0
2S+1: 1
Relative energy (zero: lowest compared OMol25 entry of this formula, charge and spin), kJ/mol: 0.0
E, eV: -112510.34057

Each line ends with the natural charge from an NBO analysis.
CARTESIAN COORDINATES (ANGSTROEM)
Pt -0.824 0.324 -0.003  0.69
S 3.292 2.054 0.020  0.45
C 3.538 0.336 0.022  -0.24
C 4.747 -0.346 0.037  -0.20
C 4.718 -1.726 0.040  -0.21
C 3.496 -2.402 0.027  -0.19
C 2.295 -1.720 0.012  -0.24
C 2.304 -0.325 0.010  0.20
N 1.212 0.538 -0.002  -0.49
C 1.591 1.799 0.003  0.13
C 0.582 2.827 0.001  -0.22
C 0.858 4.194 -0.006  -0.16
C -0.190 5.090 -0.008  -0.24
C -1.498 4.611 -0.002  -0.17
C -1.766 3.249 0.005  -0.27
C -0.731 2.320 0.004  -0.04
H 5.685 0.194 0.046  0.23
H 5.645 -2.283 0.052  0.22
H 3.482 -3.484 0.030  0.22
H 1.368 -2.268 0.000  0.22
H 1.885 4.544 -0.010  0.21
H 0.000 6.155 -0.014  0.22
H -2.324 5.311 -0.003  0.22
H -2.797 2.925 0.012  0.22
N -2.788 0.302 0.000  -0.65
C -3.935 0.531 0.008  0.64
N -5.184 0.623 0.011  -0.67
C -6.023 1.623 0.037  0.44
N -6.829 2.455 0.058  -0.46
Br -0.691 -1.659 2.690  0.13
C -0.918 -2.580 1.065  0.15
C -1.001 -3.962 1.075  -0.26
C -1.148 -4.617 -0.135  -0.14
C -1.224 -3.873 -1.302  -0.25
C -1.139 -2.500 -1.216  0.07
N -0.970 -1.854 -0.055  -0.50
H -0.951 -4.497 2.011  0.25
H -1.210 -5.697 -0.164  0.23
H -1.352 -4.346 -2.265  0.24
H -1.206 -1.866 -2.090  0.23

***

Question: What is the formula in the sixth record?
Answer: C20H12BrN5PtS

***

What did the third record say?
This record from the OMol25 dataset describes C21H12Co2O6S as an isolated structure. The level of theory is ωB97M-V/def2-TZVPD.

Output
HOMO-LUMO gap, eV: 2.94
Total charge: 0
2S+1: 1
Relative energy (zero: lowest compared OMol25 entry of this formula, charge and spin), kJ/mol: 30.6
E, eV: -120338.52726

Each line ends with the natural charge from an NBO analysis.
CARTESIAN COORDINATES (ANGSTROEM)
O 5.231 2.137 -2.296  -0.45
C 4.208 1.769 -1.960  0.55
Co 2.575 1.174 -1.431  0.08
C 1.604 2.357 -0.488  0.57
O 0.956 3.067 0.121  -0.42
C 1.632 0.846 -2.943  0.55
O 0.999 0.619 -3.860  -0.45
C 3.193 -0.223 -0.047  -0.44
C 1.980 -0.654 -0.729  -0.35
C 0.675 -0.347 -0.106  -0.07
C -0.514 -0.782 -0.656  -0.11
C -1.765 -0.188 -0.325  -0.11
C -2.901 -0.564 -0.987  -0.23
C -2.849 -1.552 -1.961  -0.13
C -1.654 -2.175 -2.279  -0.22
C -0.508 -1.794 -1.651  -0.15
Co 3.595 -1.903 -1.098  0.10
C 5.304 -1.448 -1.651  0.53
O 6.347 -1.152 -1.999  -0.44
C 2.712 -2.494 -2.574  0.50
O 2.102 -2.849 -3.466  -0.47
C 3.452 -3.159 0.183  0.59
O 3.316 -3.938 1.002  -0.44
H 3.228 -0.564 0.990  0.23
H 0.660 0.389 0.679  0.25
H -1.787 0.629 0.377  0.24
H -3.818 -0.020 -0.813  0.23
H -3.744 -1.813 -2.498  0.22
H -1.610 -2.905 -3.078  0.22
H 0.429 -2.211 -1.971  0.21
S 0.200 1.046 3.027  -0.30
C -1.434 1.373 3.074  -0.23
C -2.326 0.472 3.681  -0.23
C -3.674 0.754 3.723  -0.21
C -4.159 1.930 3.170  -0.24
C -3.289 2.828 2.569  -0.23
C -1.939 2.558 2.514  -0.19
H -1.937 -0.430 4.127  0.22
H -4.353 0.064 4.197  0.21
H -5.214 2.153 3.222  0.21
H -3.671 3.747 2.155  0.21
H -1.251 3.253 2.057  0.21

***

Question: Which of these has the highest HOMO-LUMO gap?
Answer: C4H7N2O

***

Question: What is the total charge in the sixth record?
Answer: 0